The following is a quantum chemistry calculation of a 9-piece molecular cluster, C5H27N2O9 overall in a non-equilibrium geometry, from the Open Molecules 2025 dataset.

Last column: Mulliken spin population.
Element x y z (Å)
O: 1.959 1.724 -2.257  0.006
C: 2.356 2.055 -1.155  0.000
C: 1.438 2.649 -0.139  0.005
C: -0.016 2.493 -0.635  0.054
C: -0.665 1.202 -0.350  0.126
C: -1.890 1.130 0.327  0.467
N: -2.524 -0.150 0.594  -0.002
N: 0.012 0.112 -0.690  0.315
H: 3.436 1.923 -0.874  0.002
H: 1.586 2.133 0.875  0.003
H: 1.802 3.650 0.061  0.001
H: -0.558 3.379 -0.172  -0.001
H: -0.092 2.760 -1.727  0.006
H: -2.383 2.070 0.530  -0.001
H: -2.188 -0.592 1.494  0.031
H: -3.551 0.033 0.613  0.000
H: -2.331 -0.826 -0.167  0.027
H: 0.689 0.114 -1.427  -0.029
H: -0.277 -0.788 -0.312  -0.019
H: 0.264 2.003 3.288  0.000
H: -1.171 2.372 3.287  -0.002
O: -0.314 2.741 3.546  0.004
H: -2.905 -2.058 -1.901  0.000
H: -2.174 -3.190 -1.069  0.000
O: -2.672 -2.360 -1.013  0.004
H: 1.207 -2.423 2.302  0.000
H: 0.280 -2.635 3.551  0.000
O: 0.483 -2.049 2.815  -0.001
H: 2.114 -3.676 0.660  0.000
H: 2.177 -2.395 -0.233  0.000
O: 1.613 -2.889 0.371  0.000
H: -1.822 -0.402 -3.726  0.000
H: -0.512 -1.024 -3.051  -0.001
O: -1.199 -1.135 -3.733  0.001
H: 1.646 -0.025 2.624  0.000
H: 2.279 1.282 3.237  0.000
O: 1.650 0.936 2.593  0.001
H: -2.054 -3.132 1.998  -0.001
H: -0.708 -2.390 1.620  -0.001
O: -1.722 -2.396 1.474  0.006
H: 2.198 -0.270 -3.200  0.000
H: 1.699 -1.614 -3.519  0.000
O: 1.727 -1.014 -2.749  0.001

LUMO energy (spin up / spin down): -6.8 / -10.7 eV
calculated total energy: -992.73081 Eh
gap between HOMO and LUMO (spin up / spin down): 9.768 / 5.801 eV
net charge: +2
energy relative to the best compared isomer or geometry (same formula, charge and spin): 0.0 kJ/mol
spin multiplicity: 2

The following is a quantum chemistry calculation of C13H7N4O9Rh as an isolated structure in a non-equilibrium geometry, from the Open Molecules 2025 dataset.

Last column: natural (NBO) charge in e.
Element x y z (Å)
Rh: 0.459 0.768 0.922  1.401
O: 0.401 2.816 0.680  -0.453
N: -0.743 3.368 0.511  0.188
N: -1.705 2.569 0.447  0.181
O: -1.531 1.267 0.556  -0.515
C: -3.040 3.061 0.262  0.139
C: -4.074 2.138 0.210  -0.222
C: -5.372 2.595 0.057  -0.194
C: -5.622 3.954 -0.048  -0.181
C: -4.575 4.865 -0.007  -0.195
C: -3.273 4.428 0.148  -0.223
H: -3.854 1.084 0.291  0.251
H: -6.192 1.891 0.027  0.229
H: -6.638 4.308 -0.161  0.226
H: -4.777 5.924 -0.088  0.229
H: -2.446 5.120 0.183  0.245
O: 2.247 -2.184 3.294  -0.564
C: 1.979 -1.608 2.265  0.773
O: 1.322 -0.489 2.201  -0.694
C: 2.445 -2.202 0.944  -0.275
C: 3.263 -3.302 1.010  -0.087
C: 3.754 -3.886 -0.146  -0.038
C: 3.424 -3.371 -1.381  -0.120
C: 2.603 -2.270 -1.469  -0.085
C: 2.058 -1.618 -0.300  0.481
O: 1.282 -0.598 -0.432  -0.633
N: 2.309 -1.788 -2.828  0.529
O: 1.605 -0.813 -2.991  -0.354
O: 2.810 -2.421 -3.746  -0.390
N: 4.623 -5.054 -0.056  0.534
O: 4.886 -5.479 1.053  -0.371
O: 5.033 -5.531 -1.099  -0.376
H: 3.530 -3.714 1.973  0.278
H: 3.810 -3.826 -2.281  0.288

LUMO energy (spin up / spin down): -3.3 / -3.3 eV
calculated total energy: -1505.95125 Eh
gap between HOMO and LUMO (spin up / spin down): 6.138 / 6.090 eV

The following is a quantum chemistry calculation of a 6-piece molecular cluster, C31H63Br2N2O6 overall in a non-equilibrium geometry, from the Open Molecules 2025 dataset.

Last column: Mulliken charge in e.
Element x y z (Å)
C: 4.363 2.697 -3.206  -1.252
C: 3.854 1.273 -2.971  -0.590
C: 3.646 0.973 -1.473  -0.774
C: 2.163 1.027 -1.084  0.739
N: 1.851 1.795 0.135  -0.222
C: 1.910 1.117 1.380  -0.537
C: 3.211 0.491 1.904  -1.286
C: 2.812 -0.782 2.714  -0.027
C: 3.321 -2.152 2.209  -0.746
Br: 3.383 -2.186 0.255  0.055
C: 2.592 -3.378 2.812  -0.217
C: 3.525 -4.585 2.827  -1.391
Br: 0.984 -3.915 1.786  -0.100
C: 1.292 -0.685 2.841  -0.118
O: 0.809 0.118 3.889  -0.460
N: 0.851 0.007 1.595  0.160
H: 4.380 2.945 -4.264  0.321
H: 5.369 2.805 -2.798  0.419
H: 3.721 3.408 -2.676  0.281
H: 2.932 1.109 -3.533  0.279
H: 4.595 0.580 -3.378  0.404
H: 4.201 1.709 -0.888  0.422
H: 4.056 -0.012 -1.252  0.013
H: 1.644 1.567 -1.875  -0.127
H: 1.720 0.022 -1.077  0.127
H: 0.889 2.119 0.039  0.317
H: 1.616 1.856 2.125  0.385
H: 4.023 0.374 1.194  0.397
H: 3.584 1.212 2.634  0.349
H: 3.281 -0.648 3.692  0.688
H: 4.359 -2.265 2.513  0.661
H: 2.243 -3.125 3.812  0.470
H: 2.929 -5.493 2.796  0.412
H: 4.123 -4.627 3.737  0.299
H: 4.176 -4.579 1.953  0.421
H: 0.783 -1.643 2.882  0.302
H: 1.371 0.022 4.662  0.396
H: 0.760 -0.641 0.810  0.526
H: -0.023 0.485 1.829  -0.130
C: -2.896 2.037 -2.960  -0.268
C: -1.928 2.659 -3.967  -0.723
C: -0.756 3.041 -3.073  -0.213
O: -0.733 2.074 -2.015  -0.341
C: -1.943 1.309 -2.031  0.286
H: -3.634 1.370 -3.400  0.349
H: -3.430 2.815 -2.411  0.146
H: -1.618 1.913 -4.702  0.259
H: -2.341 3.513 -4.501  0.389
H: -0.895 4.035 -2.637  0.309
H: 0.206 3.024 -3.591  -0.018
H: -1.718 0.301 -2.398  0.242
H: -2.325 1.233 -1.012  -0.482
C: 1.473 2.868 -7.469  -0.568
C: 2.455 3.450 -8.482  -0.610
C: 3.601 3.888 -7.581  -0.472
O: 3.616 2.975 -6.477  -0.353
C: 2.416 2.199 -6.478  0.421
H: 0.756 2.171 -7.902  0.391
H: 0.917 3.671 -6.980  0.242
H: 2.791 2.672 -9.170  0.273
H: 2.046 4.270 -9.068  0.345
H: 3.441 4.901 -7.197  0.277
H: 4.571 3.856 -8.076  0.285
H: 2.657 1.176 -6.786  0.260
H: 2.014 2.169 -5.463  -0.489
C: -4.441 0.137 2.341  -0.693
C: -3.516 0.370 3.536  -0.721
C: -2.237 0.812 2.844  -0.018
O: -2.622 1.476 1.645  -0.474
C: -4.021 1.253 1.393  0.785
H: -5.498 0.179 2.595  0.395
H: -4.237 -0.837 1.891  0.306
H: -3.899 1.178 4.161  0.300
H: -3.377 -0.509 4.164  0.353
H: -1.630 -0.065 2.574  0.038
H: -1.629 1.487 3.449  0.447
H: -4.562 2.181 1.602  0.123
H: -4.158 1.003 0.341  -0.610
C: 0.676 -6.511 7.063  -0.567
C: 2.031 -6.405 7.758  -0.601
C: 2.930 -5.952 6.617  -0.500
O: 2.108 -5.162 5.744  -0.292
C: 0.731 -5.332 6.105  -0.425
H: -0.172 -6.459 7.743  0.341
H: 0.610 -7.448 6.506  0.275
H: 1.995 -5.641 8.538  0.271
H: 2.366 -7.336 8.210  0.334
H: 3.319 -6.806 6.054  0.307
H: 3.772 -5.346 6.953  0.296
H: 0.384 -4.412 6.589  0.280
H: 0.143 -5.490 5.199  0.265
C: -7.677 0.024 -0.962  -0.584
C: -7.834 1.531 -1.150  -0.650
C: -6.438 2.031 -0.806  -0.335
O: -5.533 0.992 -1.193  -0.269
C: -6.265 -0.204 -1.483  -0.449
H: -8.421 -0.564 -1.496  0.358
H: -7.736 -0.232 0.098  0.238
H: -8.071 1.757 -2.191  0.273
H: -8.605 1.973 -0.521  0.354
H: -6.333 2.208 0.270  0.215
H: -6.170 2.948 -1.333  0.247
H: -6.264 -0.364 -2.566  0.288
H: -5.763 -1.049 -1.009  0.300

LUMO energy: -2.1 eV
calculated total energy: -6927.66928 Eh
gap between HOMO and LUMO: 8.903 eV
net charge: +1
energy relative to the best compared isomer or geometry (same formula, charge and spin): 0.0 kJ/mol